(1)
Density functional theory data (wB97M-V/def2-TZVPD) for a cluster of 2 separate species, CH5NOS2 in total.

Values from the calculation:
HOMO level, eV: -8.71
Structure (SMILES): NC=O.SS
Calculated total energy, eV: -26325.5857
Orbital gap, eV: 8.86

Each line ends with the Löwdin charge.
Geometry (Å):
N: 1.367 0.381 1.783  0.0901
C: 2.182 -0.189 0.824  -0.4043
O: 2.391 0.382 -0.218  0.0149
H: 0.492 0.735 1.456  0.0445
H: 1.527 0.467 2.776  0.0918
H: 2.562 -1.192 1.048  0.1220
S: -1.308 0.797 -1.120  0.2458
S: -1.411 -1.093 -0.164  0.2342
H: 0.033 0.846 -1.226  -0.2219
H: -2.641 -0.831 0.275  -0.2170


(2)
Density functional theory data (wB97M-V/def2-TZVPD) for a cluster of 4 separate species, CH5NOSi in total.

Values from the calculation:
HOMO level, eV: -10.51
Calculated total energy, eV: -12529.9126
Orbital gap, eV: 10.06

Each line ends with the Löwdin charge.
Geometry (Å):
C: 2.202 -1.168 0.150  -0.1125
N: 1.919 -1.610 -0.873  0.0525
O: -0.691 -0.745 -0.296  -0.4827
Si: -1.954 -1.024 0.507  0.6302
H: 2.695 -0.781 1.042  0.0591
H: 0.789 3.708 -1.504  0.0033
H: 0.294 3.855 -0.738  -0.0009
H: -2.399 -0.331 1.856  -0.0566
H: -2.856 -1.904 -0.144  -0.0926


(3)
Density functional theory data (wB97M-V/def2-TZVPD) for an isolated molecule of CH5NS.

Values from the calculation:
HOMO level, eV: -8.46
Structure (SMILES): CNS
Calculated total energy, eV: -13441.9197
Orbital gap, eV: 9.23

Each line ends with the Löwdin charge.
Geometry (Å):
C: 0.228 -0.823 -0.437  -0.2384
N: -0.435 0.200 0.322  -0.4826
S: 0.504 1.759 0.316  0.6721
H: 0.168 -0.529 -1.519  0.0866
H: 1.207 -0.918 -0.136  0.0334
H: -0.222 -1.748 -0.277  0.0537
H: -1.434 0.288 0.223  0.0524
H: -0.016 1.770 1.508  -0.1773


(4)
Density functional theory data (wB97M-V/def2-TZVPD) for a cluster of 2 separate species, CH5NS in total.

Values from the calculation:
HOMO level, eV: -9.08
Structure (SMILES): C=S.N
Calculated total energy, eV: -13442.0827
Orbital gap, eV: 8.53

Each line ends with the Löwdin charge.
Geometry (Å):
C: 1.005 0.927 -1.254  -0.5856
S: 1.028 2.344 -0.489  0.5967
H: 1.592 0.795 -2.195  0.0146
H: 0.373 0.098 -0.837  -0.0258
N: -1.004 -1.324 1.079  -0.0143
H: -0.794 -0.680 0.307  -0.0379
H: -0.316 -1.109 1.903  0.0622
H: -1.885 -1.052 1.486  -0.0099


(5)
Density functional theory data (wB97M-V/def2-TZVPD) for a cluster of 2 separate species, CH5NS2 in total.

Values from the calculation:
HOMO level, eV: -7.76
Structure (SMILES): [NH3+][S-].C=S
Calculated total energy, eV: -24276.1395
Orbital gap, eV: 6.77

Each line ends with the Löwdin charge.
Geometry (Å):
N: 1.874 -0.369 1.345  -0.3800
S: 2.776 0.476 -0.053  0.1106
H: 2.603 -0.881 1.961  0.1110
H: 1.514 0.394 1.899  0.0359
H: 1.108 -1.046 1.043  0.0504
C: -1.897 0.485 -0.934  -0.5029
S: -1.565 -0.199 0.526  0.5731
H: -1.710 0.020 -1.935  0.0329
H: -2.564 1.299 -0.904  -0.0310


(6)
Density functional theory data (wB97M-V/def2-TZVPD) for an isolated molecule of CH5NSi2.

Values from the calculation:
HOMO level, eV: -10.84
Structure (SMILES): N#C[SiH2][SiH3]
Calculated total energy, eV: -18361.6965
Orbital gap, eV: 11.36

Each line ends with the Löwdin charge.
Geometry (Å):
N: -3.038 -0.730 -0.268  0.0542
C: -2.038 -0.192 -0.080  -0.4376
Si: -0.421 0.787 0.006  0.3789
Si: 1.319 -0.742 -0.106  0.4310
H: -0.633 2.037 -0.844  -0.0701
H: -0.203 1.561 1.339  -0.0595
H: 1.257 -1.620 -1.286  -0.1205
H: 2.575 0.297 0.016  -0.0669
H: 1.181 -1.397 1.222  -0.1095


(7)
Density functional theory data (wB97M-V/def2-TZVPD) for a cluster of 2 separate species, CH5NSi2 in total.

Values from the calculation:
HOMO level, eV: -9.39
Calculated total energy, eV: -18359.3123
Orbital gap, eV: 7.49

Each line ends with the Löwdin charge.
Geometry (Å):
C: 3.325 0.114 -0.206  -0.5923
N: 3.255 1.260 -0.295  0.0708
Si: -0.402 0.772 0.236  0.5416
Si: 3.569 -1.593 0.306  0.6785
H: 0.501 1.909 -0.048  -0.1404
H: -1.839 0.410 -0.366  -0.0964
H: -0.999 1.316 1.505  -0.1449
H: 3.261 -2.394 -0.899  -0.1850
H: 0.574 -0.449 0.309  -0.1320


(8)
Density functional theory data (wB97M-V/def2-TZVPD) for a cluster of 2 separate species, CH5O2 in total.

Values from the calculation:
HOMO level, eV: -2.70
Charge: -1
Calculated total energy, eV: -5212.9286
Orbital gap, eV: 7.62

Each line ends with the Löwdin charge.
Geometry (Å):
O: -0.641 -0.321 2.124  -0.1926
H: -1.144 -1.116 2.311  -0.0250
C: 0.449 0.374 -1.103  -0.4317
O: -0.306 -0.508 -0.396  -0.4025
H: -0.109 1.264 -1.474  0.0309
H: 0.909 -0.056 -2.028  0.0298
H: 1.303 0.791 -0.545  0.0330
H: -0.462 -0.428 1.111  -0.0420


(9)
Density functional theory data (wB97M-V/def2-TZVPD) for a cluster of 2 separate species, CH5O2 in total.

Values from the calculation:
HOMO level, eV: -2.82
Charge: -1
Calculated total energy, eV: -5212.5245
Orbital gap, eV: 7.66

Each line ends with the Löwdin charge.
Geometry (Å):
C: 0.954 -0.225 0.312  -0.4007
O: -0.169 -0.993 0.640  -0.4253
H: 0.785 0.821 0.481  0.0189
H: 1.776 -0.721 0.847  0.0279
H: 1.262 -0.297 -0.872  0.0671
H: -1.501 1.178 -0.810  -0.0355
H: -1.134 -0.176 -0.133  -0.0305
O: -1.972 0.412 -0.465  -0.2219


(10)
Density functional theory data (wB97M-V/def2-TZVPD) for a cluster of 2 separate species, CH5O2 in total.

Values from the calculation:
HOMO level (alpha / beta), eV: -10.41 / -10.32
Multiplicity: 2
Calculated total energy, eV: -5209.7955
Orbital gap (alpha / beta), eV: 11.16 / 7.25

Each line ends with the Löwdin charge.
Geometry (Å):
C: -0.917 -1.061 0.332  -0.1682
O: 0.070 -0.180 0.811  -0.1148
H: -0.504 -1.944 -0.145  0.0753
H: -1.521 -1.388 1.171  0.0775
H: -1.595 -0.602 -0.380  0.0753
H: 0.366 2.007 -1.146  0.0556
H: 0.392 0.352 0.050  -0.0167
O: 0.918 1.192 -1.152  0.0158